180
Properties=species:S:1:pos:R:3:forces:R:3 method="wB97M-V/def2-TZVPD" largest_force_ev_per_a=1.880 e_tot_ha=-3660.24474 total_charge=0 homo_energy_ev=-8.3 e_lumo_ev=-0.617 e_above_lowest_kj_mol=71.2
C 4.8383 2.4654 -0.8336 -0.307 -0.085 0.155
O 6.1561 2.9628 -0.8573 -0.095 0.177 0.064
C 6.3219 3.9667 -1.8402 0.389 -0.768 0.417
C 7.8136 4.1448 -2.1174 -1.399 0.040 -0.864
O 8.5139 4.4304 -0.9512 0.304 0.763 -0.053
C 9.8740 4.7502 -1.2137 -0.410 -0.593 -0.151
H 4.7261 1.8095 0.0305 0.266 -0.180 -0.073
H 4.6228 1.9012 -1.7458 -0.079 0.000 0.061
H 4.0810 3.2451 -0.6809 0.130 0.247 -0.185
H 5.8574 4.9060 -1.5219 0.115 0.100 0.147
H 5.7976 3.6626 -2.7527 0.187 0.083 -0.205
H 7.7984 4.9627 -2.8588 0.570 0.240 0.200
H 8.2185 3.2783 -2.6568 0.006 -0.206 0.283
H 10.2309 5.4175 -0.4348 0.077 -0.111 0.102
H 10.0007 5.2272 -2.1899 -0.098 0.181 0.027
H 10.4325 3.8096 -1.2427 0.319 0.140 0.137
C -0.0368 -2.8620 -2.3447 0.347 0.770 0.168
O 1.0690 -3.6206 -2.8030 -0.682 -0.307 -0.581
C 0.6643 -4.9121 -3.1790 0.064 -1.555 0.417
C 1.8310 -5.7775 -3.5989 1.292 0.618 -0.560
O 2.6038 -5.1700 -4.6233 0.853 -0.290 -0.283
C 1.9922 -4.7481 -5.8068 -0.980 0.311 0.087
H -0.9718 -2.9750 -2.9039 0.155 -0.508 -0.181
H 0.2249 -1.8084 -2.4656 0.111 -0.017 0.305
H -0.1935 -3.0907 -1.2890 -0.295 0.145 -0.012
H -0.0996 -4.9226 -3.9617 -0.084 0.403 -0.104
H 0.2419 -5.4809 -2.3370 -0.278 0.338 0.208
H 1.5796 -6.8095 -3.8705 -0.695 0.167 -0.141
H 2.5772 -5.8963 -2.8091 -0.318 0.257 0.310
H 1.2172 -4.0119 -5.5530 -0.017 0.111 -0.331
H 1.5149 -5.5260 -6.4171 0.036 -0.333 0.321
H 2.7179 -4.2695 -6.4594 0.273 0.036 0.294
C -4.6540 1.3640 2.8012 -0.195 -0.105 1.570
O -5.9554 1.8622 2.5241 0.511 -0.842 -0.746
C -7.0039 0.9724 2.7889 -1.379 0.028 0.321
C -7.1250 -0.3744 2.0950 0.710 0.222 -0.817
O -7.4065 -0.1506 0.7267 0.368 0.404 -0.539
C -7.5157 -1.3235 -0.0659 -0.388 0.522 0.947
H -4.0142 2.2412 2.8811 0.118 -0.103 0.037
H -4.1894 0.6454 2.1154 -0.713 0.043 -0.006
H -4.6981 0.8590 3.7739 0.208 0.106 0.162
H -7.9035 1.5193 2.4966 -0.009 0.060 0.009
H -7.1293 0.7820 3.8627 0.418 0.039 0.151
H -7.9415 -0.9402 2.5602 0.071 0.005 0.131
H -6.1973 -0.9554 2.1487 0.049 -0.171 0.330
H -7.6950 -1.0095 -1.0904 -0.177 -0.016 -0.008
H -8.3688 -1.8639 0.3572 0.071 -0.527 -0.497
H -6.6069 -1.9304 -0.0475 0.019 -0.114 0.201
C -4.2526 -1.7148 -1.7086 0.582 -0.400 1.174
C -4.1845 -2.1357 -3.1384 -0.680 1.234 -1.184
O -4.5369 -1.3641 -4.0301 0.278 -0.320 0.411
N -3.7438 -3.3726 -3.4275 0.351 -0.447 0.135
C -3.5627 -3.8666 -4.7830 -0.366 -0.761 0.427
H -3.3457 -1.1845 -1.3984 0.033 0.141 -0.409
H -4.2779 -2.5674 -1.0208 -0.257 -0.023 -0.112
H -5.0873 -1.0524 -1.5000 -0.085 -0.060 -0.274
H -3.4749 -3.9851 -2.6780 0.001 0.078 0.059
H -3.6963 -4.9490 -4.7243 0.152 -0.007 -0.123
H -2.5671 -3.6732 -5.1784 -0.049 0.280 -0.112
H -4.3524 -3.5102 -5.4362 0.162 0.382 -0.026
C 3.0207 4.6071 4.2858 -0.018 0.345 -0.705
C 3.5283 3.1799 4.2284 0.151 0.435 1.516
O 4.0351 2.7108 5.2449 -0.058 -0.359 -0.386
N 3.3211 2.4849 3.1037 -0.365 -0.335 -0.706
C 3.5834 1.0641 2.9662 0.799 0.260 0.156
H 3.0746 5.0959 3.3093 -0.163 -0.060 0.027
H 3.5848 5.2052 4.9958 0.216 -0.267 0.070
H 1.9840 4.6222 4.6272 -0.048 -0.159 -0.123
H 3.0194 2.9594 2.2656 -0.130 0.344 0.141
H 3.7916 0.6454 3.9490 -0.312 0.008 0.059
H 4.5073 0.9205 2.3970 -0.110 -0.130 -0.161
H 2.7616 0.5590 2.4613 -0.020 -0.045 0.088
C 3.2107 5.9473 -5.6828 -0.544 -0.552 -0.367
C 2.8406 5.2575 -4.3792 1.202 0.906 -0.488
O 3.6698 5.1923 -3.4839 -0.830 -0.330 0.218
N 1.5373 4.9054 -4.3056 0.133 -0.539 0.914
C 0.9111 4.3936 -3.0957 -0.346 0.221 -0.045
H 2.5118 5.6324 -6.4630 0.020 0.353 -0.103
H 4.2086 5.7151 -6.0430 0.121 -0.070 0.376
H 3.1308 7.0194 -5.5087 -0.024 0.021 -0.127
H 0.9990 4.8226 -5.1454 0.092 0.201 -0.186
H 0.3632 5.1944 -2.5919 -0.147 -0.063 -0.082
H 1.6083 4.0111 -2.3533 0.343 -0.116 -0.379
H 0.2120 3.6137 -3.3945 -0.022 -0.079 0.289
C -0.6683 2.1271 2.9208 1.376 0.196 0.408
C -1.5883 2.7332 3.9315 -1.199 0.635 -0.453
O -2.1448 3.8058 3.6789 0.082 -0.131 0.135
N -1.7896 2.0595 5.0727 0.141 -0.459 -0.069
C -2.6750 2.4763 6.1332 -0.438 -0.503 0.254
H -1.1040 1.7169 2.0116 -0.434 -0.001 0.184
H 0.0068 1.4123 3.3963 -0.120 -0.233 -0.223
H -0.0461 2.9726 2.6182 0.111 -0.179 -0.214
H -1.4027 1.1171 5.1393 0.072 0.365 0.043
H -3.2632 3.3615 5.9112 0.412 0.193 -0.324
H -2.1232 2.6086 7.0638 -0.014 0.158 0.003
H -3.4113 1.6820 6.2981 0.062 -0.030 0.125
C 2.9329 6.3351 -0.3192 -0.371 -0.156 0.170
C 1.9145 5.4194 0.3467 1.350 -0.795 -0.485
O 2.2511 4.3803 0.9144 -0.215 0.415 0.239
N 0.6383 5.7355 0.1460 -0.905 0.643 -0.646
C -0.4553 4.9253 0.5942 -0.255 -0.953 1.342
H 3.5583 6.8301 0.4213 0.008 -0.088 0.070
H 2.4411 7.0920 -0.9313 0.098 0.049 -0.003
H 3.5556 5.7141 -0.9615 0.056 0.055 -0.011
H 0.4536 6.4761 -0.5063 -0.054 0.108 0.147
H -0.3728 3.8642 0.3391 0.176 0.147 -0.532
H -1.4349 5.2833 0.2918 0.187 0.300 -0.245
H -0.4523 4.8838 1.6879 -0.175 0.270 -0.023
C -3.4912 1.8193 -3.5124 -1.080 0.120 0.814
C -3.1826 1.8671 -2.0288 1.179 -0.040 -0.268
O -2.0390 1.6328 -1.6263 -0.207 0.018 0.035
N -4.1547 2.2282 -1.1799 -0.120 -0.138 0.168
C -3.9782 2.2428 0.2767 -0.860 0.288 -1.041
H -3.2002 2.7625 -3.9716 0.237 -0.078 -0.042
H -4.5771 1.7355 -3.6055 0.075 -0.095 -0.395
H -3.0255 0.9575 -3.9750 0.130 0.065 -0.044
H -5.1045 2.1738 -1.5056 0.016 0.178 -0.110
H -3.3972 3.0923 0.6242 0.421 -0.116 -0.099
H -3.5982 1.2907 0.6372 0.312 0.308 -0.371
H -4.9905 2.3948 0.6520 0.211 -0.170 0.188
C 0.9697 -4.4590 0.6519 0.597 0.186 0.133
C 2.1624 -5.3224 1.0575 -0.876 0.461 -0.421
O 3.1397 -5.4502 0.3505 0.160 -0.188 0.013
N 2.0354 -5.9330 2.2576 1.092 -0.674 0.583
C 3.0548 -6.8706 2.7304 -0.719 -0.194 0.322
H 1.3310 -3.5804 0.1180 0.211 0.027 0.214
H 0.4559 -4.1276 1.5551 -0.370 -0.054 -0.252
H 0.3263 -4.9750 -0.0602 -0.141 -0.286 0.298
H 1.2201 -5.9402 2.8378 -0.398 0.546 -0.419
H 2.7672 -7.1286 3.7513 0.133 -0.048 -0.007
H 4.0585 -6.4592 2.7706 -0.032 0.113 -0.355
H 3.0008 -7.7878 2.1423 0.417 0.043 -0.077
C 0.8945 -2.1659 4.0905 -0.771 0.336 0.374
C -0.4407 -1.6233 4.5889 1.098 0.295 0.059
O -0.5056 -0.4870 5.0501 -0.367 -0.416 -0.056
N -1.4752 -2.4751 4.5575 -0.473 0.169 -0.059
C -2.7655 -2.2036 5.1658 -0.086 -0.376 0.534
H 1.3008 -2.7595 4.9116 0.197 -0.002 -0.098
H 1.5048 -1.2878 3.9072 0.267 -0.239 -0.184
H 0.7860 -2.7800 3.1981 0.137 0.095 -0.021
H -1.3187 -3.3772 4.1482 0.001 -0.108 0.072
H -3.5034 -2.8642 4.7129 -0.111 0.249 0.056
H -3.0590 -1.1591 5.0951 0.143 0.050 -0.408
H -2.7465 -2.4233 6.2376 0.095 -0.046 -0.014
C -1.0492 -1.1888 0.9650 -0.736 0.693 -1.584
C 0.2462 -0.4814 0.6316 0.569 -0.304 -0.471
O 1.2876 -0.9092 1.1082 0.328 0.053 0.556
N 0.2474 0.4901 -0.3108 -0.177 -0.113 0.625
C 1.4100 1.3490 -0.5400 -0.517 -0.171 -0.372
H -0.8850 -2.2488 0.7844 0.029 -0.110 0.559
H -1.7824 -0.8894 0.2020 -0.136 0.010 0.197
H -1.4924 -0.9459 1.9276 0.407 -0.147 0.241
H -0.6223 0.8325 -0.6992 -0.131 -0.078 0.119
H 2.0902 1.3508 0.3065 -0.125 -0.008 0.083
H 0.9798 2.3353 -0.7054 0.428 0.183 0.053
H 1.9605 1.0430 -1.4315 0.083 -0.012 0.028
C 3.4217 -1.8771 -1.3146 -0.057 -0.946 -0.097
C 3.8540 -1.3373 -2.6523 -0.330 1.237 0.415
O 4.4824 -0.2853 -2.7182 0.186 -0.540 -0.257
N 3.4423 -2.0368 -3.7388 -0.106 0.477 -0.171
C 3.7222 -1.5581 -5.0819 0.533 -1.119 -0.199
H 2.3837 -1.6511 -1.0631 0.078 0.425 -0.103
H 4.0787 -1.4836 -0.5468 -0.076 0.045 0.071
H 3.4558 -2.9716 -1.3310 0.205 0.058 0.148
H 2.5971 -2.5748 -3.5959 0.345 -0.436 -0.071
H 4.4706 -0.7724 -5.0863 -0.484 0.486 0.327
H 2.8050 -1.3325 -5.6227 0.053 0.427 -0.010
H 4.2334 -2.3566 -5.6327 -0.261 -0.149 -0.053
C -3.6279 -3.3102 1.8656 0.627 -0.118 0.776
C -4.4779 -4.3723 2.5428 0.223 0.745 -0.371
O -4.8769 -4.2335 3.6845 -0.291 -0.251 0.032
N -4.7088 -5.4625 1.7826 -0.599 -0.616 0.347
C -5.5371 -6.5792 2.2531 0.980 0.135 -0.477
H -3.0824 -2.7851 2.6530 -0.028 -0.097 -0.116
H -4.1764 -2.5217 1.3528 -0.215 -0.358 -0.299
H -2.8787 -3.8138 1.2520 -0.103 0.346 -0.418
H -4.2932 -5.5434 0.8746 0.045 0.197 -0.072
H -5.5442 -6.5438 3.3374 -0.380 0.048 -0.001
H -5.0333 -7.4963 1.9458 -0.164 -0.107 0.056
H -6.5199 -6.5476 1.7891 -0.179 0.018 0.316